# 1
Entry from OMol25: a structure of composition C18H8Br4N2O9Pd (ωB97M-V with the def2-TZVPD basis set).

Properties
* gap between HOMO and LUMO: 4.34 eV
* total energy: -11901.22931 Ha
* molar mass: 822.30 g/mol
* lowest unoccupied orbital energy: -0.116 Ha

Positions of all 42 atoms, in Å:
1 Pd -1.534 -0.357 0.392
2 Br 1.588 6.046 2.347
3 C 0.369 4.721 1.896
4 C -1.109 5.128 1.772
5 Br -1.549 6.902 2.129
6 C -2.058 4.264 1.425
7 Br -3.859 4.647 1.237
8 C -1.681 2.839 1.151
9 O -2.437 1.980 0.841
10 C -0.192 2.427 1.319
11 O 0.084 1.279 1.139
12 C 0.796 3.474 1.691
13 Br 2.563 2.903 1.786
14 O -6.255 -3.987 -1.116
15 C -5.370 -3.232 -0.842
16 C -3.881 -3.589 -0.695
17 O -3.390 -4.692 -0.779
18 C -3.242 -2.304 -0.442
19 C -4.120 -1.289 -0.261
20 O -3.695 -0.161 0.190
21 C -5.506 -1.725 -0.544
22 O -6.524 -1.082 -0.544
23 O -1.944 -2.063 -0.356
24 O 4.072 0.999 -3.684
25 C 4.661 0.244 -2.642
26 N 3.530 -0.293 -1.919
27 C 3.721 -1.065 -0.830
28 O 4.839 -1.345 -0.429
29 C 2.501 -1.572 -0.121
30 C 2.621 -2.702 0.674
31 C 1.517 -3.158 1.367
32 C 0.327 -2.460 1.268
33 N 0.219 -1.365 0.514
34 C 1.283 -0.930 -0.169
35 H 4.767 1.396 -4.216
36 H 5.267 0.859 -1.976
37 H 5.283 -0.567 -3.022
38 H 2.621 -0.125 -2.315
39 H 3.580 -3.201 0.732
40 H 1.564 -4.044 1.983
41 H -0.564 -2.774 1.790
42 H 1.138 -0.024 -0.739

***

# 2
Entry from OMol25: a structure of composition C18H8Cl2F5FeN4O3 (ωB97M-V with the def2-TZVPD basis set).

Properties
* spin multiplicity: 5
* gap between HOMO and LUMO (spin up / spin down): 8.30 / 8.36 eV
* total charge: -1
* total energy: -3819.01558 Ha
* molar mass: 550.03 g/mol
* lowest unoccupied orbital energy (spin up / spin down): 0.093 / 0.092 Ha

Positions of all 41 atoms, in Å:
1 Fe -0.907 0.217 -0.043
2 O -0.383 0.077 -3.752
3 C -0.114 -1.134 -3.086
4 C 1.108 -1.029 -2.206
5 C 2.299 -1.650 -2.550
6 C 3.399 -1.526 -1.722
7 C 3.284 -0.754 -0.580
8 C 2.065 -0.165 -0.301
9 N 0.991 -0.308 -1.083
10 H -1.027 0.563 -3.210
11 H 0.065 -1.902 -3.841
12 H -0.966 -1.456 -2.477
13 H 2.342 -2.241 -3.455
14 H 4.327 -2.031 -1.958
15 H 4.112 -0.624 0.103
16 H 1.927 0.425 0.596
17 F -1.162 0.314 3.239
18 C -0.555 1.435 2.782
19 C -0.278 1.568 1.439
20 C 0.340 2.751 1.091
21 F 0.659 2.985 -0.206
22 C 0.663 3.752 1.990
23 F 1.259 4.889 1.597
24 C 0.356 3.570 3.327
25 F 0.654 4.519 4.223
26 C -0.259 2.399 3.732
27 F -0.555 2.227 5.028
28 N -0.917 -1.783 0.446
29 C -0.432 -2.800 0.726
30 C 0.152 -4.024 0.999
31 C 1.303 -4.398 0.263
32 N 2.238 -4.684 -0.353
33 C -0.389 -4.877 1.992
34 N -0.831 -5.571 2.800
35 Cl -3.213 3.352 0.151
36 C -3.879 1.773 -0.330
37 Cl -3.657 0.582 0.971
38 C -3.211 1.326 -1.646
39 O -3.828 1.529 -2.668
40 O -2.040 0.802 -1.542
41 H -4.942 1.899 -0.485

***

# 3
Entry from OMol25: an isolated molecule of C19H10Cl2N2O5 (ωB97M-V with the def2-TZVPD basis set).

Properties
* gap between HOMO and LUMO: 7.49 eV
* SMILES: O=c1c(Nc2ccc([N+](=O)[O-])cc2)c(-c2ccco2)oc2c(Cl)cc(Cl)cc12
* total energy: -2136.00739 Ha
* molar mass: 417.20 g/mol
* lowest unoccupied orbital energy: -0.034 Ha

Positions of all 38 atoms, in Å:
1 O -0.475 -4.195 -0.321
2 C -1.174 -3.185 -0.254
3 C -0.593 -2.029 0.482
4 N 0.685 -2.168 1.085
5 C 1.765 -1.280 1.001
6 C 2.777 -1.432 1.944
7 C 3.757 -0.459 1.999
8 C 3.774 0.713 1.168
9 N 4.795 1.675 1.324
10 O 4.691 2.751 0.772
11 O 5.756 1.356 2.035
12 C 2.753 0.793 0.180
13 C 1.762 -0.203 0.092
14 C -1.399 -0.865 0.534
15 C -1.103 0.331 1.356
16 C -0.378 0.307 2.503
17 C -0.315 1.652 3.033
18 C -1.109 2.379 2.205
19 O -1.610 1.617 1.190
20 O -2.630 -0.776 -0.147
21 C -2.995 -1.781 -1.030
22 C -4.104 -1.540 -1.830
23 Cl -4.956 0.004 -1.730
24 C -4.538 -2.533 -2.704
25 C -3.863 -3.772 -2.775
26 Cl -4.325 -4.939 -3.956
27 C -2.763 -4.020 -1.956
28 C -2.310 -2.986 -1.106
29 H 0.961 -3.124 1.259
30 H 2.780 -2.228 2.652
31 H 4.498 -0.568 2.752
32 H 2.810 1.555 -0.564
33 H 1.000 -0.055 -0.689
34 H 0.132 -0.511 2.992
35 H 0.152 2.023 3.962
36 H -1.316 3.438 2.286
37 H -5.370 -2.377 -3.353
38 H -2.229 -4.973 -2.083

***

# 4
Entry from OMol25: a structure of composition C19H10ClN2O2S4Y (ωB97M-V with the def2-TZVPD basis set).

Properties
* gap between HOMO and LUMO: 5.26 eV
* total energy: -3081.48770 Ha
* molar mass: 550.93 g/mol
* lowest unoccupied orbital energy: -0.059 Ha

Positions of all 39 atoms, in Å:
1 Y -0.050 0.074 -0.230
2 Cl 7.352 1.229 -0.235
3 C 5.625 1.209 -0.323
4 C 4.952 2.268 -0.949
5 C 3.586 2.280 -0.980
6 C 2.799 1.247 -0.404
7 O 1.516 1.366 -0.399
8 C 3.505 0.140 0.186
9 C 2.880 -1.008 0.739
10 N 1.621 -1.339 0.640
11 C 1.171 -2.569 1.125
12 C 1.974 -3.686 1.293
13 C 1.465 -4.883 1.805
14 C 0.150 -4.994 2.162
15 C -0.729 -3.917 1.935
16 C -2.109 -3.999 2.210
17 C -2.922 -2.940 1.906
18 C -2.355 -1.794 1.339
19 N -1.063 -1.666 1.099
20 C -0.232 -2.703 1.388
21 C 4.919 0.178 0.232
22 H 5.520 3.059 -1.411
23 H 3.054 3.095 -1.446
24 H 3.562 -1.661 1.292
25 H 3.012 -3.653 1.001
26 H 2.132 -5.723 1.920
27 H -0.236 -5.905 2.591
28 H -2.506 -4.896 2.664
29 H -3.982 -2.972 2.094
30 H -2.981 -0.947 1.079
31 H 5.454 -0.639 0.695
32 O -4.030 2.932 -5.108
33 C -3.414 2.371 -4.253
34 S -2.187 1.127 -4.557
35 C -1.767 0.789 -2.880
36 C -2.418 1.516 -1.935
37 S -2.236 1.438 -0.207
38 S -3.607 2.677 -2.518
39 S -0.597 -0.483 -2.651

***

# 5
Entry from OMol25: a structure of composition C19H10F5N3O2STi (ωB97M-V with the def2-TZVPD basis set).

Properties
* spin multiplicity: 3
* gap between HOMO and LUMO (spin up / spin down): 6.59 / 7.47 eV
* total energy: -2791.78795 Ha
* molar mass: 487.23 g/mol
* lowest unoccupied orbital energy (spin up / spin down): 0.002 / -0.034 Ha

Positions of all 41 atoms, in Å:
1 Ti 0.529 -0.341 -0.044
2 O -3.312 0.036 3.857
3 C -3.772 0.794 2.829
4 C -4.968 1.495 2.962
5 C -5.456 2.273 1.929
6 C -4.749 2.365 0.738
7 C -3.555 1.674 0.613
8 C -3.039 0.884 1.642
9 C -1.735 0.226 1.404
10 O -1.081 0.571 0.272
11 N -1.196 -0.567 2.262
12 N 0.067 -0.929 1.753
13 C 1.052 -1.308 2.552
14 C 2.314 -1.424 1.917
15 C 3.508 -1.825 2.547
16 C 4.655 -1.913 1.823
17 C 4.632 -1.610 0.433
18 C 3.471 -1.195 -0.124
19 N 2.310 -1.058 0.581
20 H -3.944 0.099 4.584
21 H -5.517 1.421 3.896
22 H -6.390 2.808 2.058
23 H -5.121 2.966 -0.081
24 H -2.984 1.735 -0.302
25 H 0.889 -1.465 3.611
26 H 3.489 -2.066 3.603
27 H 5.577 -2.221 2.299
28 H 5.519 -1.699 -0.178
29 H 3.417 -0.952 -1.177
30 F 2.334 1.748 -5.977
31 C 1.826 0.956 -5.032
32 C 1.774 1.376 -3.722
33 F 2.231 2.583 -3.382
34 C 1.238 0.529 -2.778
35 F 1.225 1.029 -1.479
36 C 0.748 -0.733 -3.023
37 S 0.084 -1.837 -1.804
38 C 0.821 -1.108 -4.364
39 F 0.376 -2.312 -4.737
40 C 1.343 -0.294 -5.348
41 F 1.392 -0.713 -6.613

***

# 6
Entry from OMol25: a structure of composition C19H11ClIN4OPtS4Sb (ωB97M-V with the def2-TZVPD basis set).

Properties
* gap between HOMO and LUMO: 3.88 eV
* total charge: -2
* total energy: -3735.26104 Ha
* molar mass: 918.79 g/mol
* lowest unoccupied orbital energy: 0.109 Ha

Positions of all 43 atoms, in Å:
1 Pt 1.366 -1.592 0.100
2 S 5.395 -2.599 -3.036
3 Sb 3.636 -1.338 -2.230
4 S 4.004 -0.434 -0.058
5 S 1.659 -2.735 -1.912
6 S 3.103 0.379 -3.695
7 Cl 1.567 -2.065 6.937
8 C 1.770 -2.309 5.224
9 C 2.380 -3.475 4.799
10 C 2.524 -3.723 3.448
11 I 3.465 -5.482 2.766
12 C 2.054 -2.844 2.464
13 O 2.132 -3.106 1.209
14 C 1.463 -1.629 2.937
15 N 1.051 -0.766 1.970
16 C 0.499 0.394 2.332
17 C 0.302 0.738 3.657
18 C 0.687 -0.125 4.667
19 C 1.305 -1.345 4.318
20 H 2.740 -4.183 5.529
21 H 0.213 1.062 1.533
22 H -0.173 1.676 3.899
23 H 0.530 0.121 5.707
24 N -6.625 3.607 -4.678
25 C -5.645 3.136 -4.275
26 C -4.461 2.614 -3.770
27 C -3.309 3.428 -3.669
28 C -2.154 2.940 -3.125
29 C -2.071 1.620 -2.637
30 C -3.204 0.795 -2.779
31 C -4.362 1.274 -3.328
32 N -0.913 1.172 -2.008
33 C 0.179 1.943 -1.687
34 C 1.049 1.148 -1.008
35 N 0.519 -0.099 -0.902
36 C -0.655 -0.066 -1.515
37 H -3.356 4.450 -4.020
38 H -1.289 3.582 -3.081
39 H -3.161 -0.232 -2.450
40 H -5.227 0.631 -3.417
41 H 0.286 2.971 -1.960
42 H 2.017 1.387 -0.613
43 H -1.292 -0.919 -1.644